No. 1
Entry from the Open Molecules 2025 dataset: a structure of composition C30H53BrCuN4P2 at a distorted geometry (ωB97M-V/def2-TZVPD).

Properties
Gap between HOMO and LUMO (spin up / spin down) ... 4.9 / 4.5 eV
Electronic energy ... -6290.5111 a.u.
Total charge ... +2
Multiplicity ... 2
Energy above the lowest of the compared OMol25 structures with the same formula, charge and spin ... 0.4867 eV
LUMO level (spin up / spin down) ... -7.47 / -7.91 eV
Highest occupied orbital energy (spin up / spin down) ... -12.363 / -12.366 eV

Each line ends with the Mulliken charge.
Atoms and positions in Å:
N (-6.83359, 5.16002, -5.72822)  -0.57
C (-6.57928, 5.72471, -4.55346)  -0.30
C (-5.73349, 5.12836, -3.61014)  -0.49
C (-5.09883, 3.90347, -3.92632)  0.74
C (-5.38236, 3.33456, -5.18877)  -0.44
C (-6.26604, 4.00196, -6.05151)  -0.34
C (-4.16104, 3.28341, -2.99565)  -0.13
Cu (-0.02875, -0.20469, 0.81620)  -2.03
P (5.70496, -1.07695, -0.21012)  0.21
C (-3.22277, 2.37010, -3.37443)  -0.50
C (-2.31048, 1.80571, -2.44322)  1.09
C (-1.08368, 1.28105, -2.90149)  -1.12
C (-0.12459, 0.92143, -1.95673)  0.28
C (-0.51260, 0.94970, -0.63699)  0.71
C (-1.68669, 1.48231, -0.13199)  -0.59
C (-2.63870, 1.89025, -1.06797)  -1.12
Br (2.25196, 0.14825, -0.30129)  -0.34
H (-4.19477, 3.68817, -1.98124)  0.22
H (-3.08412, 2.13548, -4.43310)  0.30
H (-5.55031, 5.61188, -2.65000)  0.35
H (-4.93277, 2.38629, -5.49649)  0.30
H (-7.05289, 6.68218, -4.32318)  0.35
H (-6.49994, 3.56246, -7.02618)  0.35
H (-0.86798, 1.23702, -3.96761)  0.43
H (-3.59637, 2.29881, -0.73947)  0.30
H (0.87100, 0.61370, -2.26347)  0.66
H (-1.91360, 1.58808, 0.92361)  0.69
P (-0.47408, -2.14917, -0.14181)  1.84
C (5.39776, 0.68787, 0.10014)  0.01
C (6.49332, 1.62864, -0.41655)  -1.35
H (5.28115, 0.80066, 1.18750)  0.49
H (4.42988, 0.92550, -0.38230)  -0.08
H (6.30520, 2.64779, -0.06069)  0.40
H (7.48505, 1.33246, -0.05847)  0.38
H (6.52196, 1.66474, -1.51081)  0.33
C (5.00343, -1.55908, -1.80952)  0.28
C (5.82289, -2.66116, -2.49701)  -1.26
H (4.99100, -0.65414, -2.42968)  0.45
H (3.96907, -1.86906, -1.62657)  -0.25
H (5.54457, -2.73733, -3.55167)  0.39
H (6.89650, -2.45219, -2.45613)  0.38
H (5.65564, -3.64219, -2.04348)  0.33
C (4.92808, -2.13683, 1.04391)  -0.01
C (5.80599, -2.28565, 2.29328)  -1.30
H (4.83670, -3.12317, 0.56233)  0.38
H (3.92949, -1.72512, 1.22792)  0.10
H (5.37794, -3.01112, 2.99047)  0.38
H (6.80027, -2.65614, 2.02100)  0.39
H (5.94035, -1.34610, 2.83294)  0.34
C (-0.24794, -3.57243, 0.99619)  -0.55
C (-1.35046, -4.62399, 1.03734)  -1.39
H (-0.07909, -3.14432, 1.99500)  0.32
H (0.70103, -4.03666, 0.69291)  0.64
H (-2.27712, -4.23903, 1.47726)  0.25
H (-1.57832, -5.02869, 0.04423)  0.34
H (-1.01373, -5.45959, 1.66178)  0.44
C (0.72381, -2.56461, -1.48957)  0.33
C (0.22858, -2.57343, -2.92303)  -1.44
H (1.18960, -3.52183, -1.21002)  0.64
H (1.50904, -1.78558, -1.39667)  -0.84
H (-0.53886, -3.33714, -3.08922)  0.35
H (-0.15563, -1.59081, -3.22146)  0.23
H (1.08624, -2.80320, -3.56631)  0.43
C (-2.11615, -2.32071, -0.93743)  -0.89
C (-3.31696, -1.97666, -0.05472)  -1.07
H (-2.18871, -3.34787, -1.32533)  0.60
H (-2.09796, -1.64445, -1.80507)  0.41
H (-4.20056, -1.85806, -0.69775)  0.39
H (-3.54300, -2.77045, 0.67080)  0.27
H (-3.17122, -1.03039, 0.48433)  0.08
C (0.44832, 3.05005, 4.04590)  -1.24
N (-0.20982, 1.87090, 4.57843)  0.16
C (-0.96648, 2.07634, 5.80115)  -1.18
C (-0.48741, 0.83406, 3.72468)  0.56
N (-0.22080, 0.95887, 2.43879)  0.08
N (-1.01781, -0.30542, 4.24376)  0.28
C (-0.72852, -0.75280, 5.59438)  -1.25
C (-1.69558, -1.27326, 3.40464)  -0.16
H (0.73409, 3.69304, 4.87873)  0.44
H (-0.21891, 3.61478, 3.37475)  0.38
H (1.34954, 2.75692, 3.49411)  0.41
H (-2.00352, 1.72614, 5.70779)  0.36
H (-0.49195, 1.58755, 6.66250)  0.31
H (-0.98716, 3.15056, 6.01182)  0.46
H (0.10891, 1.90331, 2.25001)  0.07
H (-1.57333, -0.56490, 6.27108)  0.34
H (-0.55200, -1.83556, 5.58152)  0.37
H (0.17169, -0.26609, 5.98124)  0.44
H (-1.69606, -0.92645, 2.36408)  -0.62
H (-1.20126, -2.25185, 3.46034)  0.29
H (-2.73896, -1.40329, 3.73153)  0.34

Force components x, y, z for each atom (eV/Å):
-0.35 0.28 -0.42
0.52 -0.55 0.48
0.21 -0.51 -0.26
-0.71 0.56 -0.88
-0.21 0.41 0.14
0.65 -0.37 0.73
0.73 -0.44 -0.73
1.09 0.72 0.83
-1.46 0.31 -0.08
-1.73 1.40 -0.58
0.31 -0.21 0.73
-0.49 0.56 1.11
0.14 -0.50 -0.61
-0.51 0.22 -0.77
-0.44 0.16 0.16
1.28 -0.35 -0.50
-0.39 0.52 1.23
0.04 -0.27 -0.26
-0.19 0.02 0.34
-0.05 -0.11 -0.23
-0.25 0.34 0.12
0.05 -0.30 -0.22
-0.03 0.29 0.31
0.03 0.08 0.26
0.44 -0.29 -0.04
-0.55 -0.03 -0.01
0.13 -0.22 -0.17
-0.47 -1.15 -1.14
0.51 0.32 0.18
0.30 0.11 -0.07
-0.05 -0.08 -0.24
0.55 -0.25 0.28
-0.03 -0.25 -0.08
-0.17 0.10 -0.06
-0.01 -0.06 0.18
0.64 0.11 -0.45
0.08 -0.23 -0.16
-0.06 -0.12 0.12
0.08 0.10 0.07
-0.01 0.01 0.18
-0.17 -0.01 -0.06
0.02 0.14 0.01
0.84 -0.49 0.05
0.08 -0.07 0.23
-0.16 0.28 0.06
0.09 0.03 -0.02
-0.03 0.14 -0.13
-0.18 0.06 0.05
-0.07 -0.02 -0.07
0.28 0.08 0.50
-0.11 -0.26 0.12
-0.02 -0.32 -0.21
-0.21 0.12 0.17
0.22 -0.09 -0.12
0.06 0.09 0.21
-0.13 0.13 -0.13
0.60 0.51 0.33
-0.02 -0.15 -0.22
-0.21 0.21 -0.21
-0.45 -0.73 -0.12
0.13 0.22 -0.10
-0.01 -0.27 0.02
-0.26 0.01 -0.02
0.03 0.00 -0.04
-0.26 -0.05 -0.02
-0.05 0.33 0.03
0.06 -0.16 0.17
0.19 -0.03 0.28
0.09 0.32 -0.19
-0.03 -0.20 -0.12
0.20 0.05 -0.20
-0.13 -0.64 -0.39
-0.28 0.16 0.67
0.25 0.35 0.31
0.25 0.05 -0.22
0.15 0.20 -0.29
-0.07 -0.15 0.48
-0.26 0.01 -0.18
0.05 -0.09 -0.20
0.16 0.01 0.16
-0.09 0.20 0.18
0.31 0.06 0.00
-0.24 0.20 -0.19
-0.12 -0.27 -0.08
-0.20 -0.37 -0.11
0.27 -0.06 -0.06
0.01 0.24 -0.07
-0.23 -0.15 -0.11
-0.18 -0.17 0.38
-0.08 0.22 0.01
0.27 0.03 -0.09

No. 2
Entry from the Open Molecules 2025 dataset: a structure of composition C30H53BrN4OsP2 at a distorted geometry (ωB97M-V/def2-TZVPD).

Properties
Gap between HOMO and LUMO (spin up / spin down) ... 5.8 / 4.4 eV
Electronic energy ... -4739.3632 a.u.
Total charge ... +4
Multiplicity ... 5
LUMO level (spin up / spin down) ... -12.55 / -14.42 eV
Highest occupied orbital energy (spin up / spin down) ... -18.382 / -18.779 eV

Each line ends with the Mulliken charge.
Atoms and positions in Å:
N (-5.35271, 1.41047, -4.23888)  0.09
C (-5.27074, 1.77066, -2.96611)  -0.59
C (-4.04543, 1.86581, -2.29472)  -0.15
C (-2.87299, 1.49269, -2.99199)  0.70
C (-2.95437, 1.23743, -4.36180)  -0.38
C (-4.24372, 1.19368, -4.92818)  -0.58
C (-1.59233, 1.27187, -2.21196)  -0.84
Os (-0.17303, 0.07997, -2.52868)  0.56
P (2.54472, -0.38856, -0.52861)  0.70
C (-0.24078, 1.94746, -2.44176)  -0.66
C (0.26684, 2.60595, -1.19705)  -0.42
C (1.62534, 2.86460, -0.93342)  -0.81
C (2.11803, 2.82077, 0.38358)  -0.43
C (1.23177, 2.67609, 1.51416)  -0.09
C (-0.14012, 2.99333, 1.20909)  -0.31
C (-0.58190, 2.93324, -0.11061)  -0.69
Br (1.92482, 0.55219, 2.02660)  0.06
H (-1.89667, 1.39528, -1.16439)  0.46
H (-0.14120, 2.48003, -3.38938)  0.85
H (-4.03911, 2.15981, -1.23641)  0.53
H (-2.06962, 0.96292, -4.93178)  0.46
H (-6.19748, 1.97711, -2.43887)  0.44
H (-4.34098, 0.94525, -5.98239)  0.43
H (2.30655, 3.00852, -1.76509)  0.61
H (-1.64090, 3.07654, -0.26449)  0.89
H (3.20647, 2.80854, 0.51877)  1.14
H (-0.78551, 3.48119, 1.94022)  0.52
P (-1.37760, -1.61379, -1.65998)  1.15
C (4.16534, 0.65372, -0.53531)  -0.32
C (5.52438, 0.01923, -0.72816)  -1.41
H (4.15023, 1.12544, 0.45832)  0.27
H (3.96447, 1.44686, -1.27058)  0.53
H (6.26180, 0.83011, -0.74947)  0.47
H (5.80264, -0.62746, 0.10242)  0.21
H (5.61373, -0.54139, -1.65671)  0.26
C (2.36023, -1.13884, -2.16145)  0.05
C (3.63915, -1.50133, -2.89280)  -1.90
H (1.71376, -0.38306, -2.76359)  0.14
H (1.79583, -2.06489, -1.98161)  0.09
H (3.37589, -1.90523, -3.87698)  0.49
H (4.30187, -0.64097, -3.02865)  0.41
H (4.18569, -2.28975, -2.35650)  0.37
C (3.41022, -1.86379, 0.37513)  -0.39
C (4.31784, -1.66145, 1.58333)  -1.70
H (3.96514, -2.36132, -0.44142)  0.32
H (2.56604, -2.52161, 0.64716)  0.57
H (4.01655, -2.34990, 2.37716)  0.32
H (5.35898, -1.91795, 1.35706)  0.53
H (4.28422, -0.65416, 2.00378)  0.43
C (-1.04372, -1.73253, 0.13217)  0.87
C (-1.20737, -3.09981, 0.78108)  -1.55
H (-1.71287, -0.99668, 0.60126)  -0.29
H (-0.03096, -1.33467, 0.30422)  -0.57
H (-2.20590, -3.51387, 0.62539)  0.40
H (-0.48165, -3.82064, 0.39844)  0.44
H (-1.05144, -3.03577, 1.86432)  0.46
C (-0.43359, -2.83217, -2.67551)  -1.19
C (0.08496, -2.13836, -3.94146)  -1.05
H (-1.14392, -3.62761, -2.93054)  0.72
H (0.35742, -3.28329, -2.06132)  0.53
H (-0.39129, -2.57140, -4.81759)  0.39
H (-0.23008, -1.04260, -4.05851)  0.48
H (1.16369, -2.21528, -4.06126)  0.10
C (-3.11158, -2.12226, -2.02465)  -0.74
C (-4.14067, -1.66014, -1.00761)  -1.08
H (-3.13013, -3.21935, -2.14657)  0.63
H (-3.36931, -1.71409, -3.01322)  0.40
H (-5.14962, -1.97173, -1.29853)  0.43
H (-3.95569, -2.06631, -0.01087)  0.26
H (-4.16419, -0.57139, -0.93425)  0.16
C (-2.75634, -0.26035, 3.72846)  -1.06
N (-1.55919, 0.19900, 4.38965)  0.13
C (-1.70283, 0.29188, 5.84580)  -1.08
C (-0.85054, 1.21270, 3.74163)  0.37
N (-1.22323, 1.76041, 2.63979)  -0.35
N (0.30959, 1.56166, 4.39679)  0.20
C (1.04281, 0.51104, 5.10263)  -1.25
C (1.04326, 2.71374, 4.01278)  -0.70
H (-3.25733, -0.97721, 4.37188)  0.49
H (-2.50824, -0.74974, 2.78621)  0.03
H (-3.44347, 0.56543, 3.52346)  0.47
H (-1.10991, -0.48786, 6.34190)  0.34
H (-1.38836, 1.27793, 6.21582)  0.35
H (-2.76048, 0.13287, 6.09796)  0.52
H (-2.06304, 1.33442, 2.24328)  -0.06
H (2.05487, 0.42306, 4.69438)  0.55
H (1.10479, 0.71348, 6.18001)  0.36
H (0.53855, -0.45126, 4.97398)  0.40
H (1.95574, 2.75947, 4.60208)  0.35
H (1.43818, 2.77399, 2.73451)  0.29
H (0.44175, 3.60404, 4.16500)  0.54

Force components x, y, z for each atom (eV/Å):
3.70 0.45 1.59
-1.54 0.40 0.76
0.15 -0.60 -0.93
0.50 0.06 0.19
-1.32 -0.15 0.79
-0.09 -0.40 -1.96
-3.42 4.16 0.27
4.42 -6.86 -2.06
4.59 -0.93 1.96
-2.98 4.34 1.91
-0.76 0.61 1.57
0.97 -0.43 1.27
0.27 0.87 -0.60
-0.55 0.16 -1.44
0.29 1.07 0.15
0.31 -0.97 -0.61
-0.47 -0.87 -0.30
0.25 -0.49 -0.11
0.41 -0.27 -0.24
-0.16 -0.17 -0.60
-0.43 0.12 -0.22
-0.08 0.08 -0.03
-0.14 0.00 -0.05
0.21 -0.25 0.14
-0.06 0.14 -0.10
-0.67 0.27 0.09
0.73 0.40 -0.59
-0.77 -0.84 0.72
-1.40 1.06 -0.13
0.32 -0.46 -0.24
-0.06 -0.19 -0.41
0.35 -0.12 0.18
-0.16 -0.08 -0.07
-0.01 0.19 -0.30
0.22 0.13 0.21
-1.11 0.22 -0.21
0.31 0.18 -0.61
1.31 -0.77 -0.04
-0.03 0.47 -0.09
0.16 0.09 0.08
-0.28 -0.27 -0.17
-0.23 0.30 -0.23
-1.57 -0.29 -0.64
0.02 -0.11 0.52
-0.38 0.25 0.37
0.39 -0.05 -0.14
-0.04 0.14 -0.05
-0.33 0.11 0.04
0.20 -0.12 -0.10
-0.01 0.08 0.13
-0.10 -0.33 0.15
0.01 -0.04 -0.14
-0.21 -0.09 -0.17
0.07 0.00 -0.01
-0.06 0.03 -0.01
-0.01 0.05 -0.22
-0.15 0.01 0.75
0.08 -0.21 -0.42
0.26 0.12 0.03
-0.19 0.04 -0.29
0.02 0.07 -0.13
-0.05 -0.53 -0.53
-0.21 0.03 -0.16
-0.10 0.25 -0.16
-0.34 0.12 0.26
0.16 0.37 0.22
0.22 -0.08 0.10
0.23 -0.05 0.00
-0.01 0.01 -0.09
0.04 0.03 0.07
-0.22 -0.13 -0.37
0.55 1.33 -0.71
0.07 -0.16 0.85
-2.81 -1.73 0.72
0.23 -1.39 0.41
3.11 2.23 -1.57
0.50 -0.87 0.66
-2.81 -1.66 4.22
0.01 -0.06 -0.11
0.00 -0.10 -0.05
-0.20 0.00 0.10
-0.28 0.22 0.00
-0.20 -0.33 -0.02
0.43 0.22 0.04
0.11 0.40 0.39
-0.19 0.14 0.17
-0.05 0.18 -0.34
0.25 0.34 -0.10
0.53 -0.01 -0.63
0.40 0.53 -1.45
-0.08 0.42 -1.16